75
Properties=species:S:1:pos:R:3 method="wB97M-V/def2-TZVPD" relative_energy_kj_mol=530.1 spin_multiplicity=5 e_lumo_ev="1.91 / 1.91" homo_ev="-1.49 / -3.98" charge=-1 total_energy_ev=-99600.524
Fe -1.589 -1.153 -2.372
C -3.952 -0.476 -5.558
C -3.680 -0.183 -4.211
N -2.404 -0.406 -3.927
N -1.756 -0.763 -5.157
C -2.734 -0.954 -6.092
B -0.276 -1.281 -5.025
N -0.310 -2.627 -4.315
C 0.158 -3.817 -4.589
C -0.103 -4.728 -3.547
C -0.831 -3.998 -2.587
N -1.028 -2.732 -3.006
N 0.532 -0.410 -3.944
C 1.684 0.212 -3.888
C 1.960 0.660 -2.594
C 0.832 0.383 -1.818
N -0.067 -0.335 -2.642
H -4.914 -0.269 -6.065
H -4.279 0.371 -3.466
H -2.488 -1.369 -7.091
H 0.360 -1.190 -6.077
H 0.810 -3.949 -5.464
H 0.116 -5.771 -3.405
H -1.300 -4.403 -1.703
H 2.155 0.220 -4.820
H 2.883 1.251 -2.368
H 0.661 0.608 -0.781
I 4.944 -0.946 0.414
C 3.831 -1.140 2.251
C 4.313 -2.233 2.982
C 4.377 -2.121 4.354
C 3.651 -1.096 4.962
C 2.793 -0.226 4.331
C 1.722 0.387 4.949
C 0.954 1.411 4.474
C 0.918 2.247 3.316
C 2.526 0.888 2.104
C 2.949 -0.178 2.866
H 4.774 -2.991 2.348
H 5.085 -2.717 4.952
H 3.579 -1.081 6.012
H 1.425 -0.017 5.884
H 0.069 1.615 5.147
H -0.652 3.084 2.263
C -4.459 -4.039 1.009
N -3.505 -2.958 0.666
C -3.707 -1.637 0.604
S -2.551 -0.651 -0.267
N -4.699 -0.976 1.327
C -5.312 -1.251 2.621
H -3.967 -4.753 1.712
H -4.924 -4.485 0.089
H -5.348 -3.603 1.526
H -2.592 -3.256 0.342
H -4.650 0.025 1.148
H -6.250 -1.760 2.425
H -5.410 -0.307 3.176
H -4.699 -1.905 3.265
C 3.368 5.249 -0.432
C 3.428 3.893 -0.731
C 2.862 2.945 0.074
C 2.229 3.222 1.298
C 1.934 2.136 2.276
C -0.164 3.308 3.222
C 0.356 4.759 3.388
C 1.358 5.271 2.680
C 2.127 4.658 1.611
C 2.730 5.616 0.759
H 3.889 5.897 -1.171
H 3.962 3.619 -1.650
H 3.004 1.895 -0.138
H -0.829 3.094 4.106
H -0.132 5.276 4.241
H 1.707 6.261 2.808
H 2.550 6.680 0.919

***

24
Properties=species:S:1:pos:R:3 method="wB97M-V/def2-TZVPD" relative_energy_kj_mol=35.0 spin_multiplicity=2 e_lumo_ev="2.90 / 2.97" homo_ev="0.22 / -7.47" charge=-1 total_energy_ev=-16639.566
O -2.224 2.972 2.311
H -2.217 3.908 2.511
H -1.363 2.801 1.928
O 0.330 -2.989 -0.739
H 0.110 -2.280 -0.135
H 1.209 -3.262 -0.479
O 0.209 -0.585 -3.323
H 0.161 -0.334 -2.401
H 0.179 -1.542 -3.314
O 0.191 0.559 -0.447
H 0.888 0.087 0.008
H 0.231 1.447 -0.092
O -2.628 0.265 -0.488
H -1.707 0.210 -0.744
H -2.622 0.145 0.461
O 3.248 -2.247 -0.451
H 3.317 -1.589 0.242
H 3.849 -2.942 -0.182
O -0.365 3.062 0.188
H -0.118 3.910 -0.180
H -1.163 2.820 -0.283
O 0.322 -1.474 1.513
H 0.655 -1.047 2.302
H -0.491 -1.896 1.794

***

51
Properties=species:S:1:pos:R:3 method="wB97M-V/def2-TZVPD" spin_multiplicity=4 e_lumo_ev="-6.73 / -6.66" homo_ev="-15.49 / -15.49" charge=+2 total_energy_ev=-73351.233
Er -0.919 -0.019 0.334
P 1.062 1.062 1.983
C 0.930 2.782 1.284
C 1.002 2.834 -0.227
N 0.570 1.758 -0.942
C 0.693 1.824 -2.299
C 1.120 2.979 -2.957
C 1.452 4.104 -2.207
C 1.392 4.034 -0.821
C 0.317 0.635 -3.152
P -0.836 -0.560 -2.324
H 1.650 4.890 -0.199
H 1.129 3.014 -4.046
H 1.752 5.024 -2.699
H -0.101 0.991 -4.109
H 1.216 0.069 -3.446
H -0.036 3.213 1.619
H 1.685 3.448 1.731
H -4.515 1.692 0.933
O -4.224 2.581 1.246
H -4.939 3.164 0.922
H -4.635 -1.741 -0.658
O -5.466 -1.268 -0.863
H -6.131 -1.993 -0.918
C -2.487 0.071 -2.838
H -2.653 0.077 -3.927
H -3.263 -0.578 -2.391
H -2.612 1.110 -2.477
C -0.623 -2.146 -3.181
H -1.341 -2.848 -2.721
H -0.810 -2.154 -4.267
H 0.408 -2.505 -3.016
C 2.871 0.856 2.159
H 3.390 1.567 2.830
H 3.030 -0.155 2.574
H 3.348 0.930 1.164
C 0.434 1.217 3.694
H 0.541 0.213 4.140
H 0.951 1.932 4.352
H -0.631 1.505 3.654
O -2.468 -1.894 1.253
C -1.444 -2.619 1.367
C -1.175 -4.035 1.918
C 0.300 -4.243 1.711
C 0.824 -2.960 1.073
O 1.973 -2.669 0.730
N -0.260 -2.080 0.920
H -1.456 -4.111 2.983
H -1.783 -4.794 1.395
H 0.864 -4.425 2.645
H 0.540 -5.090 1.043

***

42
Properties=species:S:1:pos:R:3 method="wB97M-V/def2-TZVPD" relative_energy_kj_mol=1888.4 spin_multiplicity=1 e_lumo_ev=0.44 homo_ev=-8.47 smiles=OCCN(Cc1nc(-c2ccc3c(c2)OCO3)no1)Cc1cccs1 total_energy_ev=-41382.944
O 0.936 2.547 -3.700
C 2.130 2.646 -3.249
C 2.435 1.965 -1.973
N 2.512 0.591 -2.244
C 1.516 -0.098 -2.607
C 0.475 -0.091 -1.607
N -0.091 0.548 -0.780
C -1.149 -0.027 -0.192
C -1.834 0.504 0.903
C -1.500 1.991 1.359
C -2.064 2.432 2.639
C -3.260 1.819 2.957
C -3.501 0.693 2.564
C -2.987 0.187 1.478
O -4.874 0.152 3.280
C -4.902 1.234 4.264
O -4.034 2.202 3.982
N -1.480 -1.052 -0.662
O -0.454 -1.483 -1.556
C 3.067 -0.217 -0.731
C 3.354 -1.507 -0.844
C 4.092 -2.248 -1.549
C 3.840 -3.820 -1.390
C 2.824 -4.014 -0.654
S 2.144 -2.569 0.130
H 0.596 2.832 -2.984
H 2.406 3.608 -3.142
H 2.903 2.265 -3.974
H 1.714 2.173 -1.252
H 3.592 2.201 -1.515
H 1.039 0.348 -3.418
H 1.685 -1.039 -2.937
H -0.676 2.080 1.000
H -1.575 3.429 3.077
H -3.243 -0.855 1.096
H -5.803 1.622 4.095
H -4.923 0.715 5.276
H 3.975 0.296 -0.728
H 2.628 0.296 0.223
H 4.810 -2.050 -2.109
H 4.484 -4.412 -1.960
H 2.520 -4.837 -0.298

***

50
Properties=species:S:1:pos:R:3 method="wB97M-V/def2-TZVPD" relative_energy_kj_mol=66.1 spin_multiplicity=5 e_lumo_ev="-13.33 / -17.59" homo_ev="-22.03 / -22.59" charge=+4 total_energy_ev=-95923.743
Os -0.201 -0.044 0.283
C 3.268 -0.642 -0.483
C 2.317 -0.790 -1.689
N 0.975 -1.294 -1.418
C 0.092 -1.248 -2.600
C -1.375 -1.362 -2.186
N -1.746 -0.386 -1.122
C -2.312 0.920 -1.560
C -1.449 1.848 -2.419
C -0.056 2.286 -1.914
N 0.221 2.100 -0.490
C 1.630 2.389 -0.136
C 1.987 1.768 1.215
N 1.630 0.318 1.288
C 2.700 -0.655 0.938
H 3.881 0.248 -0.645
H 3.984 -1.469 -0.494
H 2.815 -1.456 -2.413
H 2.212 0.164 -2.212
H 1.035 -2.262 -1.081
H 0.318 -2.067 -3.296
H 0.275 -0.322 -3.150
H -1.559 -2.370 -1.802
H -2.005 -1.233 -3.074
H -2.525 -0.831 -0.621
H -2.644 1.443 -0.653
H -3.219 0.732 -2.153
H -2.069 2.737 -2.560
H -1.326 1.435 -3.423
H 0.061 3.352 -2.165
H 0.730 1.774 -2.473
H -0.391 2.721 0.054
H 1.807 3.471 -0.080
H 2.282 2.013 -0.926
H 1.439 2.290 2.005
H 3.056 1.918 1.405
H 1.465 0.135 2.285
H 2.313 -1.653 1.179
H 3.562 -0.490 1.599
Br -3.622 -2.432 5.797
C -2.662 -1.784 4.255
C -1.710 -2.583 3.611
C -1.053 -2.076 2.503
N -1.274 -0.844 2.020
C -2.181 -0.077 2.644
C -2.899 -0.500 3.750
H -1.480 -3.580 3.960
H -0.323 -2.694 1.988
H -2.348 0.923 2.255
H -3.625 0.162 4.202

***

22
Properties=species:S:1:pos:R:3 method="wB97M-V/def2-TZVPD" relative_energy_kj_mol=58.6 spin_multiplicity=3 e_lumo_ev="-3.37 / -5.49" homo_ev="-9.78 / -13.77" charge=+1 total_energy_ev=-19772.512
C -1.919 0.141 -0.895
C 0.144 0.302 -2.500
C 0.270 -1.829 2.418
C -0.532 -0.264 -1.281
C 0.606 0.338 0.693
N 1.746 1.391 0.349
O -0.202 0.971 1.537
S 1.451 -1.137 1.233
H -2.087 -0.022 0.252
H -2.239 1.141 -1.041
H -2.595 -0.514 -1.325
H -0.497 -0.106 -3.292
H 1.145 -0.114 -2.614
H 0.141 1.399 -2.547
H -0.817 -1.453 2.211
H 0.603 -1.667 3.502
H 0.222 -2.815 2.204
H -0.437 -1.394 -1.173
H 1.884 1.292 -0.716
H 2.696 1.186 0.753
H 1.519 2.382 0.757
H -1.103 0.772 1.473

***

15
Properties=species:S:1:pos:R:3 method="wB97M-V/def2-TZVPD" relative_energy_kj_mol=131.5 spin_multiplicity=1 e_lumo_ev=0.12 homo_ev=-10.32 smiles=O.O.O.O.S total_energy_ev=-19186.665
O 0.262 -0.670 3.730
H 0.181 -1.608 3.471
H -0.086 -0.117 3.056
O 0.093 -0.883 -1.259
H 0.361 -0.480 -2.130
H 0.465 -0.281 -0.648
O -1.261 -2.513 1.366
H -0.464 -3.095 1.177
H -1.138 -1.840 0.703
O -0.527 1.593 -0.166
H -1.104 1.158 0.438
H -0.990 2.076 -0.873
S 1.026 1.704 -2.934
H 1.068 2.961 -2.133
H 2.115 1.995 -3.799

***

17
Properties=species:S:1:pos:R:3 method="wB97M-V/def2-TZVPD" relative_energy_kj_mol=216.0 spin_multiplicity=1 e_lumo_ev=0.79 homo_ev=-9.44 smiles=CC(Cl)(Cl)C1CNC1 total_energy_ev=-31863.305
C 0.041 1.790 0.744
C -0.505 1.157 -0.564
Cl -2.248 1.236 -0.458
Cl 0.230 2.228 -1.634
C -0.214 -0.364 -0.829
C -0.771 -1.291 0.332
N 0.602 -2.158 0.239
C 1.213 -1.070 -0.553
H -0.043 2.960 0.729
H -0.652 1.563 1.723
H 1.076 1.383 1.148
H -0.781 -0.604 -1.816
H -0.986 -0.760 1.323
H -1.615 -1.879 0.055
H 0.887 -2.304 1.194
H 1.777 -1.561 -1.455
H 1.988 -0.327 -0.177